[1]
Computed, not measured: C18H14Cl2N2O4S2 as an isolated structure, with ωB97M-V with the def2-TZVPD basis set.

Summary:
* 2S+1: 1
* highest occupied orbital energy: -8.241 eV
* HOMO-LUMO gap: 7.61 eV

Each line ends with the Mulliken charge.
CARTESIAN COORDINATES (ANGSTROEM)
O (0.36936, -3.98115, -0.89305)  -0.632
C (0.86072, -3.15291, -0.20078)  0.803
N (0.13431, -2.03347, 0.28891)  0.105
C (-1.28356, -1.80011, 0.02160)  0.061
C (-2.14504, -2.67489, -0.94935)  -1.604
C (-3.54252, -2.20522, -0.92725)  -0.356
C (-4.09203, -1.14357, -0.15020)  -0.735
C (-3.20293, -0.25281, 0.39154)  0.051
C (-1.90986, -0.61245, 0.60298)  0.408
N (-0.94160, 0.09036, 1.49399)  -0.461
H (-1.48944, 0.79495, 2.30039)  0.497
S (-0.15074, 1.33659, 0.54366)  1.230
O (0.76696, 1.75333, 1.49783)  -0.790
O (0.61409, 0.61701, -0.37712)  -0.458
C (-1.23355, 2.32560, -0.20403)  0.372
C (-1.87185, 3.41602, 0.59412)  -0.621
C (-2.71220, 3.86617, -0.34858)  -0.359
C (-2.90084, 3.28750, -1.48931)  -0.350
S (-1.71488, 2.08474, -1.70650)  -0.027
H (-3.53412, 3.61029, -2.28280)  0.501
H (-3.35739, 4.90859, -0.25648)  0.157
H (-1.65632, 3.92168, 1.59460)  0.401
H (-3.57342, 0.70870, 1.08815)  0.100
H (-5.09684, -0.67789, -0.27604)  0.319
H (-4.12067, -2.52308, -1.88019)  0.218
H (-1.68635, -3.33851, -1.31077)  1.296
H (0.46641, -1.67135, 0.93905)  0.494
C (2.15804, -3.04524, 0.36833)  -2.478
O (2.44684, -2.08921, 1.21371)  -0.380
C (3.04703, -0.97510, 0.55479)  0.202
C (3.53134, 0.11743, 1.33188)  -0.770
C (3.99129, 1.19425, 0.84403)  -0.112
C (4.07007, 1.54650, -0.36432)  0.580
C (3.53023, 0.46745, -1.32251)  -0.683
C (2.99700, -0.68508, -0.87066)  1.180
Cl (2.39321, -1.41768, -2.07299)  -0.289
H (3.57477, 0.83362, -2.52539)  0.117
Cl (4.64757, 3.03854, -0.67170)  -0.255
H (4.36887, 1.97949, 1.70524)  0.094
H (3.36920, -0.11590, 2.52540)  0.122
H (2.18728, -4.07635, 1.31900)  0.299
H (2.69154, -3.42688, -0.13918)  1.754

[2]
Computed, not measured: C36H39AlAs2 as an isolated structure, with ωB97M-V with the def2-TZVPD basis set.

Summary:
* 2S+1: 1
* highest occupied orbital energy: -14.039 eV
* charge: +2
* HOMO-LUMO gap: 6.38 eV

Each line ends with the Mulliken charge.
CARTESIAN COORDINATES (ANGSTROEM)
Al (0.18417, -0.55840, -1.14073)  0.864
C (-0.78059, 3.68697, -2.72049)  -1.960
C (-1.84258, 2.66126, -2.30657)  1.367
C (-3.21351, 3.05489, -2.86784)  -1.646
C (-1.50065, 1.23499, -2.71116)  0.710
C (-0.43259, 0.91962, -3.54273)  -0.082
C (-0.23473, -0.37415, -3.98755)  -1.102
C (-1.10108, -1.39447, -3.62363)  0.842
C (-0.89213, -2.78907, -4.10343)  -1.238
C (-2.14390, -1.08973, -2.76268)  -0.930
C (-2.33757, 0.20237, -2.31283)  -0.214
H (-1.13516, 4.71021, -2.58348)  0.428
H (-0.54736, 3.59219, -3.77855)  0.532
H (0.14757, 3.56391, -2.15838)  0.460
H (-1.90455, 2.66825, -1.20466)  -0.341
H (-3.21923, 2.96206, -3.95370)  0.396
H (-3.47186, 4.08572, -2.62060)  0.454
H (-4.00894, 2.41302, -2.48820)  0.326
H (0.26158, 1.68500, -3.83999)  0.444
H (0.60439, -0.60348, -4.62326)  0.485
H (-0.38254, -2.80465, -5.06866)  0.421
H (-1.84302, -3.31219, -4.22151)  0.432
H (-0.28532, -3.35310, -3.39355)  0.115
H (-2.80920, -1.87478, -2.44354)  0.478
H (-3.15007, 0.41772, -1.64071)  0.419
C (1.16328, -0.94875, 2.72454)  -0.977
C (0.61175, 0.43704, 2.71784)  -0.942
As (-0.42812, 0.44408, 1.04838)  1.520
C (-0.89906, 2.35281, 1.13689)  0.340
C (-0.93809, 3.06145, -0.07173)  0.997
C (-1.23305, 4.42793, -0.08477)  -0.349
C (-1.48899, 5.10013, 1.11223)  -1.021
C (-1.44503, 4.40635, 2.32334)  -0.997
C (-1.14771, 3.03999, 2.33945)  -0.589
C (-2.03222, -0.45125, 1.74693)  0.921
C (-2.24080, -1.78253, 1.35819)  -0.367
C (-3.35975, -2.48797, 1.80924)  -0.935
C (-4.28306, -1.86687, 2.65248)  -0.596
C (-4.08626, -0.54057, 3.04391)  -0.773
C (-2.96626, 0.16693, 2.59443)  -0.563
As (1.55382, -1.23775, 0.81702)  0.848
C (2.07738, -3.12248, 1.03345)  0.831
C (1.69763, -4.01419, 0.02095)  -0.509
C (2.00745, -5.37396, 0.11856)  -0.722
C (2.69716, -5.85561, 1.23332)  -0.532
C (3.07402, -4.97794, 2.25210)  -0.889
C (2.76368, -3.61774, 2.15747)  -0.293
C (3.27645, -0.29071, 0.76659)  0.833
C (4.47924, -0.82848, 1.25240)  -0.395
C (5.66505, -0.09042, 1.17122)  -0.794
C (5.66056, 1.18536, 0.60336)  -0.523
C (4.46993, 1.72590, 0.11396)  -0.881
C (3.28428, 0.99066, 0.19488)  -0.419
H (0.35834, -1.66196, 3.00344)  0.414
H (2.01611, -1.04756, 3.42586)  0.626
H (1.44327, 1.16205, 2.58715)  0.491
H (0.05549, 0.66285, 3.64987)  0.575
H (-0.73425, 2.55275, -1.00533)  -0.706
H (-1.26012, 4.96640, -1.02297)  0.155
H (-1.71444, 6.15857, 1.10222)  0.425
H (-1.63589, 4.92896, 3.25202)  0.455
H (-1.10835, 2.53818, 3.29265)  0.333
H (-1.53240, -2.27474, 0.70410)  0.309
H (-3.51083, -3.51539, 1.50401)  0.453
H (-5.15053, -2.41215, 3.00113)  0.428
H (-4.80382, -0.05902, 3.69588)  0.454
H (-2.85074, 1.18516, 2.91260)  0.395
H (1.15682, -3.65322, -0.84445)  0.038
H (1.70920, -6.05478, -0.66838)  0.435
H (2.93476, -6.90872, 1.31012)  0.408
H (3.60324, -5.35250, 3.11880)  0.427
H (3.05921, -2.96841, 2.96636)  0.313
H (4.52322, -1.80742, 1.68844)  0.411
H (6.58892, -0.51004, 1.54745)  0.448
H (6.57977, 1.75381, 0.53972)  0.409
H (4.46527, 2.71341, -0.32903)  0.449
H (2.36790, 1.42022, -0.18979)  0.183
H (1.54545, -1.37198, -1.33011)  -0.208

[3]
Computed, not measured: a 2-piece molecular cluster, C4H12S2 overall, with ωB97M-V with the def2-TZVPD basis set.

Summary:
* 2S+1: 1
* highest occupied orbital energy: -9.033 eV
* HOMO-LUMO gap: 9.80 eV

Each line ends with the Mulliken charge.
CARTESIAN COORDINATES (ANGSTROEM)
C (-1.09008, -2.12257, 2.84414)  -0.876
C (-0.63795, -0.63410, 3.16919)  -0.411
S (1.06646, -0.07617, 2.65064)  -0.209
H (-2.18458, -2.10685, 2.78947)  0.289
H (-0.60817, -2.79985, 3.49006)  0.342
H (-0.61612, -2.42428, 1.81973)  0.230
H (-1.16124, 0.09362, 2.42502)  0.236
H (-0.90940, -0.40007, 4.27842)  0.310
H (0.89690, 0.63166, 1.47181)  0.072
C (0.65518, 0.00522, -1.51933)  -1.036
C (0.19935, -0.21090, -2.97081)  -0.465
S (-0.51965, 1.62032, -3.31975)  -0.229
H (-0.32038, -0.16350, -0.97578)  0.311
H (1.21256, 0.93238, -1.32141)  0.364
H (1.24705, -0.92896, -1.16462)  0.303
H (1.09311, -0.26017, -3.72600)  0.269
H (-0.76860, -0.71515, -3.31526)  0.390
H (-1.38901, 1.20891, -4.20492)  0.109

[4]
Computed, not measured: one molecule with the formula C6H10O, with ωB97M-V with the def2-TZVPD basis set.

Summary:
* 2S+1: 1
* highest occupied orbital energy: -8.196 eV
* HOMO-LUMO gap: 9.23 eV

Each line ends with the Mulliken charge.
CARTESIAN COORDINATES (ANGSTROEM)
C (1.00915, -1.80515, 0.16574)  -1.416
C (-0.17219, -1.08632, 0.78241)  0.394
C (0.07126, 0.23628, 1.47686)  -0.838
C (-0.89106, -0.05742, 0.02759)  -0.134
C (-0.33891, 0.63264, -1.15714)  -0.590
C (-0.67152, 2.09731, -1.31606)  -0.007
O (-1.15046, 2.79323, -0.45413)  -0.471
H (1.55215, -2.36857, 0.93315)  0.386
H (1.72057, -1.11590, -0.30344)  0.293
H (0.67581, -2.51766, -0.59875)  0.307
H (-0.81767, -1.76185, 1.34516)  0.350
H (-0.33319, 0.33339, 2.49014)  0.337
H (1.05385, 0.68072, 1.33730)  0.271
H (-1.29403, 0.75694, 0.87153)  0.176
H (-0.75807, 0.09741, -2.02009)  0.336
H (0.75622, 0.55730, -1.26939)  0.262
H (-0.41189, 2.52765, -2.31089)  0.344